1.
Below is a molecular structure, C8H8N5O9OsS4Sb, with properties calculated with the ωB97M-V functional and the def2-TZVPD basis.

## Properties
net charge: 0
2S+1: 5
expectation value of S²: 6.0564
HOMO-LUMO gap (alpha / beta): 6.396 / 4.951 eV

CARTESIAN COORDINATES (ANGSTROEM)
Os (1.07007, -0.42999, 1.88424)
C (-2.32703, -4.07099, 0.87714)
O (-2.64833, -2.70999, 1.16104)
C (-1.66393, -1.91799, 1.52414)
O (-0.51293, -2.27039, 1.73344)
N (-2.12643, -0.65679, 1.76884)
N (-1.21633, 0.37051, 2.09564)
H (-3.28203, -4.56239, 0.71994)
H (-1.79303, -4.52759, 1.71044)
H (-1.71803, -4.14009, -0.02336)
H (-3.01423, -0.41559, 1.34744)
H (-1.42063, 0.74131, 3.02704)
H (-1.26793, 1.14561, 1.43324)
S (5.09337, 1.08801, 4.28724)
Sb (3.80847, -0.77799, 3.99954)
S (1.35787, -0.26969, 4.09994)
S (3.18957, -1.10769, 1.59314)
S (4.31437, -2.75179, 5.03314)
O (0.66577, 4.37561, -4.19546)
N (0.07887, 3.32311, -4.29866)
O (-0.61303, 2.99561, -5.23656)
C (0.20087, 2.38421, -3.21166)
C (-0.56433, 1.22191, -3.23086)
C (-0.48753, 0.33091, -2.18566)
C (0.38427, 0.53321, -1.05926)
O (0.53427, -0.35649, -0.18316)
C (1.10687, 1.78171, -1.07206)
C (1.03837, 2.65901, -2.13516)
N (1.87757, 2.14201, 0.06404)
O (2.89147, 2.79331, -0.06966)
O (1.43647, 1.78471, 1.18774)
N (-1.34623, -0.81709, -2.17476)
O (-1.73913, -1.20009, -1.08506)
O (-1.66583, -1.30589, -3.23216)
H (-1.25773, 1.04481, -4.04186)
H (1.61627, 3.57281, -2.11186)

Atomic partial charges in e from the natural (NBO) method, atoms 1 to 5: atom 1 (Os): 1.094, atom 2 (C): -0.258, atom 3 (O): -0.480, atom 4 (C): 0.921, atom 5 (O): -0.654


2.
Below is a molecular structure, C9H24ClI2IrN2P2S, with properties calculated with the ωB97M-V functional and the def2-TZVPD basis.

## Properties
net charge: +2
2S+1: 5
expectation value of S²: 6.0179
HOMO-LUMO gap (alpha / beta): 3.232 / 2.264 eV

CARTESIAN COORDINATES (ANGSTROEM)
I (0.00363, -0.79910, -7.07109)
I (0.00363, 1.86780, -7.36599)
Ir (-0.01007, 0.99080, -0.81039)
P (-2.32367, 1.01200, -0.67349)
C (-3.27137, 0.83120, -2.23119)
C (-3.00877, -0.30680, 0.39731)
H (-4.09497, -0.20820, 0.50061)
H (-4.09077, 2.47460, 0.18811)
H (-2.52987, -0.23020, 1.37681)
H (-2.52447, 2.69540, 1.03401)
H (-3.00677, -0.11640, -2.70839)
H (-2.76787, -1.28210, -0.03409)
C (-3.00467, 2.54440, 0.06371)
H (-4.34937, 0.85430, -2.04069)
H (-2.76247, 3.39290, -0.58179)
H (-3.00527, 1.64310, -2.91349)
P (2.30263, 0.99980, -0.65679)
C (3.26083, 0.81700, -2.20769)
C (2.98593, 2.52730, 0.08851)
H (2.48843, -0.24620, 1.39331)
H (4.05913, -0.23230, 0.52701)
H (2.72913, -1.29770, -0.01729)
C (2.97313, -0.32440, 0.41671)
H (2.49753, 2.68020, 1.05431)
H (4.07033, 2.45090, 0.22301)
H (4.33753, 0.83690, -2.00949)
H (3.00193, 1.63000, -2.89149)
H (2.75493, 3.37790, -0.55829)
H (2.99693, -0.12960, -2.68719)
Cl (-0.01747, 1.27050, 1.55901)
S (-0.01717, -1.53240, -0.50369)
C (0.01123, -1.90520, 1.13871)
N (1.15263, -2.32320, 1.85751)
C (0.80393, -2.71580, 3.19731)
C (-0.72847, -2.70910, 3.21891)
N (-1.11687, -2.23790, 1.91541)
H (2.10723, -2.44380, 1.51771)
H (1.24613, -1.99480, 3.91861)
H (1.17413, -3.74280, 3.40361)
H (-1.14277, -2.05940, 4.01951)
H (-1.09937, -3.74960, 3.34141)
H (-2.08827, -2.31020, 1.61121)

Atomic partial charges in e from the natural (NBO) method, atoms 1 to 5: atom 1 (I): 0.493, atom 2 (I): 0.508, atom 3 (Ir): 0.483, atom 4 (P): 0.973, atom 5 (C): -0.947


3.
Below is a molecular structure, C4H6N2O, with properties calculated with the ωB97M-V functional and the def2-TZVPD basis.

## Properties
net charge: 0
2S+1: 1
HOMO-LUMO gap: 8.875 eV

CARTESIAN COORDINATES (ANGSTROEM)
N (0.13730, 1.34614, -1.55873)
C (0.04523, 0.29631, -0.78678)
C (0.12515, 0.61032, 0.63881)
O (-0.07050, 1.86349, 1.08610)
N (-0.33191, -0.48066, 1.38726)
C (-0.38869, -1.55534, 0.53389)
C (-0.09731, -1.18389, -0.74444)
H (0.53780, 1.15477, -2.46710)
H (1.26467, 0.45595, -0.04515)
H (-0.00500, 2.36751, 0.24126)
H (-0.61743, -0.46753, 2.35705)
H (-0.59166, -2.54699, 0.93654)
H (-0.00765, -1.86008, -1.57871)

Atomic partial charges in e from the natural (NBO) method, atoms 1 to 5: atom 1 (N): -0.843, atom 2 (C): 0.137, atom 3 (C): 0.310, atom 4 (O): -0.676, atom 5 (N): -0.572


4.
Below is 5 unconnected molecules or ions with the total composition C2H14O5, with properties calculated with the ωB97M-V functional and the def2-TZVPD basis.

## Properties
net charge: +1
2S+1: 2
expectation value of S²: 0.7560
HOMO-LUMO gap (alpha / beta): 10.151 / 3.325 eV

CARTESIAN COORDINATES (ANGSTROEM)
C (1.59433, -1.54380, 1.11899)
O (0.55728, -1.27333, 0.00835)
C (2.46086, -2.69507, 0.56744)
H (1.01183, -1.74556, 2.14926)
H (2.32521, -0.68751, 1.13240)
H (0.11918, -2.13678, -0.10259)
H (2.27611, -2.56482, -0.57122)
H (2.16303, -3.65079, 0.99294)
H (3.47933, -2.38411, 0.60005)
H (1.54605, 0.90010, -1.86026)
H (0.10183, 0.50437, -1.55605)
O (0.73125, 0.52382, -2.28665)
H (1.41946, 2.97991, -0.86356)
H (0.19499, 3.90287, -0.51609)
O (0.78025, 3.12943, -0.23010)
H (-4.62167, 1.19087, -0.85810)
H (-3.52406, 1.14209, -1.87706)
O (-3.77807, 0.73656, -0.95376)
H (-1.43949, -0.39322, 1.68763)
H (-1.03652, 0.75915, 2.29875)
O (-1.83402, 0.33560, 2.11533)

Atomic partial charges in e from the natural (NBO) method, atoms 1 to 5: atom 1 (C): -0.130, atom 2 (O): -0.287, atom 3 (C): -0.637, atom 4 (H): 0.287, atom 5 (H): 0.246


Number 1: maximum force 1.70 eV/A. Number 2: maximum force 4.07 eV/A. Number 3: maximum force 3.01 eV/A. Number 4: maximum force 4.16 eV/A.